12
Properties=species:S:1:pos:R:3:forces:R:3 method="wB97M-V/def2-TZVPD" charge=0 spin_multiplicity=1 relative_energy_ev=1.513
O 2.3484 -0.7329 -0.4436 0.0 1.0 -0.2
C 1.2466 -0.2550 -0.2521 0.2 -0.8 0.0
C 0.7765 1.1373 -0.1536 0.0 0.1 0.4
C -0.5177 1.1717 0.2248 0.7 0.0 -0.1
C -1.2755 -0.0805 -0.0076 1.4 -1.6 0.3
C 0.1377 -1.2069 0.0952 -2.3 0.8 0.2
H 1.4428 1.9892 -0.1879 0.1 -0.1 0.2
H -0.9294 1.9885 0.8224 -0.2 0.1 -0.8
H -1.4484 -0.3341 -1.0441 -0.3 0.7 -0.4
H -2.2888 -0.0330 0.4796 1.3 -1.0 0.2
H 0.3060 -1.6047 1.1038 -0.3 0.2 -0.2
H 0.2017 -2.0396 -0.6369 -0.6 0.5 0.5